DFT (the ωB97M-V functional and the def2-TZVPD basis) results for a 9-piece molecular cluster, C27H55FN3O8 overall.

Its HOMO energy is -11.03 eV. For the maximum force, the calculation gives 4.604 eV/A. Its LUMO energy is -4.23 eV. The calculation puts the HOMO-LUMO gap at 6.803 eV. The total charge is +1.

Each line ends with the Mulliken charge.
Geometry (Å):
F 1.50 -2.80 -0.23  -0.11
N 1.17 -1.63 0.32  0.10
C -0.05 -1.31 0.69  0.22
N -0.68 0.00 0.72  -0.33
C -1.80 -0.25 -0.26  -0.14
C -2.33 -1.59 0.40  -0.45
N -1.13 -2.16 1.12  -0.19
H 1.90 -0.91 0.42  0.32
H -0.01 0.67 0.31  0.36
H -1.22 -0.66 -1.15  0.13
H -2.52 0.58 -0.45  0.14
H -2.92 -2.27 -0.26  0.34
H -3.09 -1.21 1.13  0.33
H -1.10 -3.12 0.76  0.34
C 4.20 0.43 -3.67  -1.17
C 3.91 -0.13 -2.30  0.94
O 3.70 0.60 -1.35  -0.61
C 3.88 -1.63 -2.16  -0.96
H 4.19 1.52 -3.64  0.27
H 5.19 0.09 -4.00  0.43
H 3.44 0.09 -4.37  0.30
H 4.85 -2.04 -2.42  0.42
H 3.10 -2.05 -2.81  0.30
H 3.65 -1.89 -1.13  0.11
C 3.01 -6.94 2.16  -0.74
C 1.96 -6.07 2.79  0.54
O 1.46 -6.34 3.86  -0.55
C 1.55 -4.83 2.04  -0.71
H 3.21 -7.80 2.81  0.31
H 2.66 -7.31 1.20  0.34
H 3.94 -6.38 2.03  -0.03
H 1.14 -5.11 1.07  0.31
H 2.42 -4.18 1.90  0.25
H 0.79 -4.29 2.61  0.31
C -5.74 2.90 -1.82  -1.14
C -4.64 2.86 -0.80  0.89
O -4.28 1.80 -0.29  -0.69
C -4.00 4.16 -0.41  -0.93
H -6.10 1.89 -2.01  0.29
H -6.56 3.51 -1.46  0.41
H -5.35 3.30 -2.76  0.28
H -4.75 4.83 0.02  0.37
H -3.54 4.62 -1.28  0.35
H -3.23 3.98 0.34  0.14
C -5.43 0.68 -6.31  -1.08
C -5.67 0.14 -4.92  0.74
O -5.85 0.89 -3.98  -0.51
C -5.68 -1.35 -4.75  -1.07
H -5.46 1.77 -6.28  0.28
H -4.46 0.36 -6.67  0.33
H -6.22 0.33 -6.98  0.34
H -4.71 -1.77 -5.05  0.32
H -6.48 -1.79 -5.36  0.34
H -5.86 -1.60 -3.71  0.27
C -1.58 7.14 3.15  -1.17
C -2.44 6.06 2.57  0.85
O -2.81 6.10 1.41  -0.54
C -2.84 4.93 3.48  -0.70
H -1.37 7.89 2.39  0.33
H -2.09 7.62 3.99  0.33
H -0.63 6.72 3.49  0.30
H -3.41 5.31 4.33  0.37
H -1.94 4.40 3.84  0.10
H -3.46 4.22 2.93  0.20
C 8.08 -4.94 0.45  -1.18
C 6.70 -5.03 1.04  0.90
O 5.82 -5.66 0.50  -0.55
C 6.46 -4.29 2.33  -0.96
H 8.11 -5.52 -0.48  0.31
H 8.33 -3.90 0.22  0.33
H 8.82 -5.36 1.14  0.34
H 6.64 -3.22 2.19  0.34
H 7.12 -4.68 3.11  0.33
H 5.43 -4.44 2.65  0.14
C -0.06 1.98 7.06  -1.14
C -0.11 2.13 5.57  0.71
O -0.59 3.11 5.04  -0.54
C 0.47 1.00 4.75  -0.93
H -0.51 2.86 7.53  0.29
H -0.62 1.10 7.37  0.34
H 0.98 1.90 7.40  0.33
H -0.07 0.08 4.95  0.35
H 1.53 0.88 4.98  0.38
H 0.37 1.24 3.69  0.15
C 0.38 0.80 -3.13  -0.67
C 0.81 1.88 -4.09  0.59
O 1.69 1.67 -4.89  -0.54
C 0.12 3.21 -3.99  -1.19
H 0.96 -0.10 -3.31  0.22
H 0.55 1.13 -2.10  0.11
H -0.68 0.57 -3.28  0.49
H 0.28 3.64 -3.00  0.32
H -0.95 3.09 -4.19  0.32
H 0.54 3.89 -4.74  0.34



DFT (the ωB97M-V functional and the def2-TZVPD basis) results for a 14-piece molecular cluster, C18H12Cl52N2O3 overall.

Its HOMO energy is -9.40 eV. For the maximum force, the calculation gives 4.210 eV/A. Its LUMO energy is -0.13 eV. The calculation puts the HOMO-LUMO gap at 9.270 eV. The total charge is 0.

Each line ends with the Mulliken charge.
Geometry (Å):
C 2.79 2.76 -0.04  -0.99
C 1.97 3.43 -1.17  -0.52
C 1.29 2.31 -2.00  0.20
N 0.18 1.82 -1.21  0.06
O -0.60 0.91 -1.95  0.19
C -1.81 0.91 -1.28  0.40
O -1.99 0.13 -0.44  -0.54
O -2.71 1.84 -1.62  -0.07
C -2.76 2.88 -0.64  0.12
N -2.27 4.14 -1.15  -0.61
H 3.62 3.38 0.32  0.24
H 3.15 1.79 -0.40  0.29
H 2.15 2.57 0.83  0.37
H 1.14 3.99 -0.72  0.26
H 2.53 4.09 -1.81  0.41
H 2.04 1.54 -2.26  -0.58
H 0.88 2.75 -2.92  0.21
H 0.46 1.44 -0.31  0.19
H -2.20 2.58 0.26  0.47
H -3.81 3.00 -0.32  -0.17
H -2.19 4.81 -0.40  0.25
H -1.37 4.04 -1.61  0.20
C -2.93 2.13 -5.73  0.17
Cl -1.80 2.15 -4.37  0.02
Cl -2.04 1.80 -7.22  -0.10
Cl -4.12 0.85 -5.47  -0.07
Cl -3.75 3.69 -5.85  -0.11
C -6.51 0.88 0.98  0.26
Cl -7.55 0.14 -0.24  -0.11
Cl -7.51 1.56 2.27  -0.06
Cl -5.43 -0.34 1.65  -0.01
Cl -5.55 2.17 0.24  -0.19
C 6.04 2.38 2.54  0.17
Cl 4.82 3.17 3.55  -0.09
Cl 6.54 3.49 1.25  -0.07
Cl 7.43 1.94 3.52  -0.03
Cl 5.35 0.92 1.81  -0.02
C 4.32 2.47 -4.57  0.23
Cl 3.89 0.96 -3.76  -0.03
Cl 2.89 3.13 -5.38  -0.09
Cl 4.91 3.64 -3.38  -0.10
Cl 5.58 2.17 -5.76  -0.10
C -9.33 5.30 3.75  0.34
Cl -9.75 3.77 4.54  -0.10
Cl -10.70 5.86 2.78  -0.09
Cl -8.94 6.51 4.98  -0.10
Cl -7.93 5.05 2.70  -0.06
C 1.18 -2.08 -3.48  0.18
Cl 1.56 -3.61 -4.28  -0.11
Cl -0.18 -2.30 -2.38  -0.09
Cl 2.61 -1.54 -2.56  0.02
Cl 0.77 -0.86 -4.70  -0.02
C 7.89 5.98 4.41  0.34
Cl 8.26 5.21 5.96  -0.10
Cl 8.82 5.19 3.13  -0.07
Cl 6.16 5.83 4.09  -0.06
Cl 8.33 7.69 4.49  -0.10
C -5.14 -3.19 4.91  0.29
Cl -4.09 -2.51 3.67  -0.09
Cl -4.51 -2.80 6.51  -0.11
Cl -6.77 -2.52 4.74  -0.10
Cl -5.21 -4.95 4.71  0.01
C -3.32 -2.46 -7.88  0.24
Cl -2.94 -4.02 -8.64  -0.11
Cl -4.74 -2.64 -6.85  -0.09
Cl -1.95 -1.93 -6.91  0.03
Cl -3.65 -1.26 -9.14  -0.08
C -5.67 -8.76 6.00  0.34
Cl -5.23 -8.07 4.43  -0.04
Cl -7.43 -8.74 6.19  -0.10
Cl -5.09 -10.43 6.08  -0.10
Cl -4.92 -7.82 7.29  -0.09
C 5.51 -4.19 -1.27  0.30
Cl 4.27 -5.44 -1.44  -0.09
Cl 4.81 -2.79 -0.44  -0.04
Cl 6.87 -4.81 -0.34  -0.10
Cl 6.07 -3.69 -2.88  -0.09
C 9.93 -1.70 2.86  0.32
Cl 9.52 -3.22 3.66  -0.10
Cl 8.49 -1.02 2.09  -0.01
Cl 10.55 -0.55 4.06  -0.11
Cl 11.17 -1.99 1.63  -0.10
C -2.07 -8.19 1.66  0.30
Cl -3.27 -9.46 1.39  -0.10
Cl -2.87 -6.78 2.37  -0.02
Cl -0.82 -8.78 2.76  -0.10
Cl -1.34 -7.73 0.12  -0.09



DFT (the ωB97M-V functional and the def2-TZVPD basis) results for one molecule with the formula C5H7NO.

Its HOMO energy is -9.25 eV. For the maximum force, the calculation gives 0.525 eV/A. Its LUMO energy is 0.79 eV. The calculation puts the HOMO-LUMO gap at 10.041 eV. The total charge is 0.

Each line ends with the Mulliken charge.
Geometry (Å):
O -1.17 1.74 2.28  -0.52
C -1.89 0.74 1.59  -0.63
C -1.03 -0.01 0.65  0.64
C -0.24 -0.59 -0.04  -0.29
C 0.76 -1.26 -0.86  -0.18
C 1.87 -0.46 -1.41  -0.40
N 2.12 -1.41 -0.34  -0.59
H -0.39 1.32 2.65  0.31
H -2.37 0.03 2.28  0.26
H -2.69 1.26 1.05  0.29
H 0.40 -2.12 -1.42  0.32
H 1.87 0.61 -1.19  0.26
H 2.29 -0.73 -2.38  0.25
H 2.20 -0.94 0.55  0.27